# 1
147
Properties=species:S:1:pos:R:3:mulliken_charge:R:1 method="wB97M-V/def2-TZVPD" e_homo_ev=-8.7 energy_ev=-109860.3135 orbital_gap_ev=8.34 e_lumo_ev=-0.384
C -2.571 0.301 0.241 -0.644
C -3.012 1.230 -0.900 -0.667
C -2.140 2.488 -1.034 -0.684
C -2.672 3.678 -0.230 0.101
O -3.252 3.158 0.960 0.146
C -3.833 3.938 1.956 -0.677
I -3.969 6.059 1.556 0.181
C -5.238 3.509 1.996 0.437
N -6.345 3.197 1.985 -0.590
C -3.103 3.623 3.366 1.811
C -4.135 3.639 4.430 -0.435
N -4.921 3.590 5.268 -0.591
C -2.044 4.645 3.791 -2.278
C -0.850 4.754 2.853 1.483
C 0.080 5.893 3.318 -1.116
S 0.578 6.991 1.983 -0.170
C 1.457 5.858 0.933 0.145
S 2.500 4.777 1.558 -0.260
N 1.312 5.996 -0.446 0.289
C 0.067 6.625 -0.945 -0.525
C 0.244 8.089 -1.273 -0.372
O 1.176 8.280 -2.318 -0.404
C 2.113 7.214 -2.416 -0.363
C 2.508 6.640 -1.081 -0.658
O -2.563 2.347 3.203 -0.110
C -2.179 1.634 4.378 -0.276
C -1.433 0.387 3.939 -1.286
H -3.417 -0.121 0.779 0.306
H -1.934 0.825 0.951 -0.185
H -1.991 -0.532 -0.157 0.417
H -4.059 1.507 -0.792 0.248
H -2.928 0.679 -1.837 0.471
H -1.133 2.259 -0.684 0.337
H -2.083 2.766 -2.086 0.196
H -1.850 4.355 0.005 -0.250
H -3.421 4.209 -0.822 0.478
H -2.508 5.609 3.989 0.671
H -1.657 4.309 4.757 0.587
H -0.297 3.818 2.892 0.321
H -1.164 4.950 1.832 -0.912
H 0.970 5.500 3.804 0.517
H -0.432 6.531 4.038 0.554
H -0.232 6.082 -1.845 0.165
H -0.744 6.522 -0.230 0.148
H 0.560 8.620 -0.369 0.218
H -0.722 8.507 -1.562 0.401
H 1.699 6.412 -3.036 0.071
H 2.980 7.615 -2.935 0.384
H 3.281 5.890 -1.248 0.457
H 2.933 7.403 -0.426 0.353
H -1.539 2.242 5.021 0.292
H -3.071 1.354 4.943 0.243
H -2.152 -0.325 3.535 0.304
H -0.743 0.646 3.138 0.245
H -0.911 -0.038 4.792 0.464
C 1.062 3.017 10.772 -0.766
O 1.275 1.759 10.175 -0.260
C 0.138 1.299 9.470 -0.615
C 0.512 0.210 8.492 -0.424
O 1.095 0.686 7.288 -0.290
C 2.447 1.115 7.346 -0.484
C 3.449 -0.014 7.398 -0.592
O 3.538 -0.554 8.704 -0.275
C 4.086 -1.851 8.713 -0.732
H 0.241 2.982 11.498 0.314
H 1.979 3.294 11.289 0.235
H 0.837 3.780 10.017 0.320
H -0.331 2.127 8.923 0.338
H -0.593 0.898 10.186 0.444
H -0.412 -0.281 8.180 0.393
H 1.147 -0.538 8.972 0.192
H 2.608 1.813 8.171 0.223
H 2.610 1.653 6.410 0.369
H 4.434 0.371 7.099 0.431
H 3.148 -0.792 6.685 0.336
H 3.467 -2.546 8.134 0.292
H 4.120 -2.185 9.748 0.234
H 5.104 -1.858 8.305 0.316
C 2.078 -0.321 -9.006 -0.544
O 1.290 0.457 -8.132 -0.294
C -0.062 0.039 -8.123 -0.437
C -0.770 0.535 -6.884 -0.425
O -0.496 -0.231 -5.721 -0.441
C 0.749 -0.008 -5.079 -0.592
C 0.787 1.241 -4.231 -0.161
O 0.967 2.396 -5.033 -0.366
C 0.554 3.567 -4.372 -0.786
H 1.721 -0.244 -10.040 0.323
H 3.097 0.056 -8.955 0.274
H 2.076 -1.375 -8.706 0.110
H -0.121 -1.056 -8.154 0.199
H -0.571 0.440 -9.011 0.432
H -1.843 0.419 -7.049 0.401
H -0.563 1.595 -6.722 0.197
H 1.573 -0.012 -5.795 0.233
H 0.876 -0.861 -4.409 0.426
H 1.621 1.165 -3.519 0.463
H -0.149 1.316 -3.662 0.016
H -0.516 3.520 -4.132 0.297
H 0.727 4.409 -5.040 0.381
H 1.123 3.720 -3.446 0.314
C -3.667 -6.016 1.309 -0.760
O -2.514 -5.832 2.097 -0.281
C -1.786 -4.678 1.722 -0.505
C -0.845 -4.249 2.824 -0.511
O -1.474 -3.536 3.876 -0.266
C -2.237 -4.288 4.806 -0.489
C -1.406 -5.052 5.811 -0.546
O -0.885 -6.240 5.242 -0.268
C 0.224 -6.734 5.954 -0.750
H -3.412 -6.142 0.250 0.314
H -4.164 -6.917 1.662 0.236
H -4.355 -5.168 1.411 0.323
H -2.472 -3.852 1.496 0.293
H -1.199 -4.899 0.819 0.434
H -0.137 -3.539 2.390 0.404
H -0.279 -5.103 3.202 0.192
H -2.939 -4.954 4.300 0.196
H -2.815 -3.545 5.360 0.392
H -2.038 -5.312 6.671 0.423
H -0.588 -4.409 6.161 0.316
H 1.047 -6.009 5.957 0.307
H 0.556 -7.642 5.454 0.234
H -0.039 -6.977 6.990 0.318
C 0.003 -6.917 -11.382 -0.769
O 1.132 -6.764 -10.553 -0.262
C 2.017 -5.767 -11.028 -0.582
C 2.952 -5.308 -9.934 -0.441
O 2.369 -4.389 -9.023 -0.371
C 1.475 -4.912 -8.053 -0.294
C 2.155 -5.632 -6.912 -0.662
O 2.541 -6.939 -7.295 -0.250
C 3.544 -7.469 -6.460 -0.775
H 0.290 -7.217 -12.397 0.316
H -0.619 -7.696 -10.947 0.234
H -0.577 -5.988 -11.435 0.323
H 1.452 -4.904 -11.402 0.335
H 2.613 -6.178 -11.856 0.430
H 3.764 -4.754 -10.409 0.387
H 3.385 -6.164 -9.413 0.207
H 0.716 -5.549 -8.513 0.207
H 0.973 -4.037 -7.633 0.308
H 1.456 -5.696 -6.066 0.422
H 3.032 -5.053 -6.595 0.346
H 4.453 -6.856 -6.495 0.330
H 3.778 -8.468 -6.821 0.233
H 3.204 -7.539 -5.419 0.314



# 2
104
Properties=species:S:1:pos:R:3:mulliken_charge:R:1 method="wB97M-V/def2-TZVPD" e_homo_ev=-8.8 energy_ev=-79698.6510 orbital_gap_ev=8.45 e_lumo_ev=-0.357 de_lowest_ev=2.7498
C 3.672 2.286 -1.325 0.560
O 2.638 2.407 -1.985 -0.624
N 3.744 2.608 0.004 -0.336
N 4.842 1.825 -1.823 -0.316
H 4.542 2.229 0.483 0.170
H 2.969 2.999 0.497 0.156
H 4.916 1.455 -2.749 0.207
H 5.697 2.045 -1.348 0.175
C -0.435 -0.454 -0.049 0.248
O -0.976 -1.569 0.158 -0.902
N 0.275 0.134 0.973 0.691
N -0.532 0.269 -1.199 0.557
H 0.232 -0.466 1.780 -0.327
H 0.629 1.066 1.050 -0.139
H 0.077 1.058 -1.400 -0.138
H -1.269 0.092 -1.869 -0.002
C -2.574 -4.395 2.053 0.640
O -3.565 -3.694 2.017 -0.583
N -1.429 -4.126 1.319 -0.208
N -2.306 -5.456 2.908 -0.478
H -0.751 -4.859 1.348 0.150
H -1.369 -3.360 0.641 0.246
H -1.559 -6.100 2.763 0.149
H -3.040 -5.654 3.567 0.251
C -3.336 -4.394 -2.288 0.437
O -4.016 -4.693 -3.263 -0.668
N -3.564 -4.921 -1.022 -0.304
N -2.357 -3.423 -2.334 -0.218
H -4.358 -5.519 -0.920 0.213
H -3.040 -4.500 -0.276 0.279
H -2.266 -2.939 -3.211 0.125
H -1.744 -3.242 -1.566 0.149
C 1.440 -2.188 -4.395 0.591
O 1.165 -1.097 -4.910 -0.667
N 1.296 -2.354 -3.027 -0.265
N 1.954 -3.265 -5.079 -0.469
H 1.046 -1.485 -2.589 0.082
H 1.412 -3.266 -2.635 0.164
H 2.053 -3.107 -6.064 0.261
H 2.475 -3.944 -4.562 0.168
C 1.004 2.813 -5.132 0.753
O 1.239 3.929 -4.699 -0.677
N 1.148 2.460 -6.464 -0.411
N 0.694 1.715 -4.328 0.053
H 0.863 1.566 -6.812 0.181
H 1.627 3.117 -7.046 0.222
H 0.798 1.768 -3.344 -0.019
H 0.813 0.888 -4.886 0.085
C -4.644 1.373 -1.139 0.649
O -3.768 2.244 -1.235 -0.737
N -5.968 1.615 -1.503 -0.469
N -4.459 0.099 -0.688 -0.254
H -6.120 2.542 -1.859 0.262
H -6.681 1.002 -1.171 0.178
H -3.557 -0.069 -0.272 0.082
H -5.201 -0.564 -0.663 0.161
C -1.412 3.681 1.153 0.460
O -0.650 4.162 2.000 -0.743
N -2.343 2.725 1.421 -0.174
N -1.391 4.087 -0.159 -0.287
H -2.141 2.140 2.215 0.167
H -3.121 2.493 0.830 0.145
H -0.864 4.929 -0.301 0.206
H -1.697 3.431 -0.854 0.155
C -2.855 1.324 -4.876 0.582
O -2.361 1.236 -5.979 -0.640
N -4.145 0.871 -4.669 -0.364
N -2.286 1.919 -3.784 0.003
H -4.494 0.588 -3.773 0.181
H -4.575 0.495 -5.495 0.215
H -1.404 2.393 -3.847 0.104
H -2.772 1.881 -2.899 -0.021
C 2.253 3.466 4.303 0.562
O 3.384 3.180 4.735 -0.735
N 1.750 2.766 3.238 0.259
N 1.438 4.451 4.783 -0.323
H 1.014 3.164 2.664 0.037
H 2.120 1.878 2.948 -0.150
H 1.782 5.225 5.315 0.233
H 0.498 4.495 4.422 0.197
C -1.371 0.190 4.610 0.402
O -2.479 0.215 5.125 -0.677
N -0.818 -0.885 3.932 -0.044
N -0.384 1.179 4.708 -0.110
H -1.301 -1.766 3.906 0.109
H 0.179 -0.943 3.806 -0.119
H -0.565 1.983 5.278 0.190
H 0.536 0.815 4.544 0.058
C 4.699 -1.191 1.185 0.564
O 5.043 -0.150 0.654 -0.608
N 5.513 -2.045 1.889 -0.409
N 3.379 -1.607 1.236 -0.143
H 5.195 -2.863 2.367 0.139
H 6.512 -1.945 1.865 0.221
H 3.024 -2.509 1.476 0.191
H 2.704 -0.963 0.857 -0.003
C 2.675 -0.723 4.724 0.535
O 2.185 -0.436 3.622 -0.435
N 2.489 -1.930 5.351 -0.422
N 3.645 0.071 5.254 -0.316
H 3.026 -2.170 6.158 0.170
H 1.953 -2.579 4.807 0.223
H 3.822 0.960 4.797 0.170
H 4.231 -0.188 6.023 0.164



# 3
67
Properties=species:S:1:pos:R:3:mulliken_charge:R:1 method="wB97M-V/def2-TZVPD" e_homo_ev=-8.2 energy_ev=-179978.3211 orbital_gap_ev=8.01 e_lumo_ev=-0.141 de_lowest_ev=0.0000
Ba 1.099 -1.232 -0.770 2.056
O 1.790 1.422 -0.871 -0.831
C 1.298 2.703 -0.886 0.212
C 2.168 3.755 -0.635 -0.569
C 1.679 5.049 -0.573 -0.477
C 0.325 5.294 -0.762 -0.876
C -0.529 4.234 -1.025 -0.466
C -0.071 2.924 -1.088 -0.246
C -1.021 1.781 -1.473 -0.327
O -0.466 0.556 -1.214 -0.939
N -2.379 1.910 -0.846 -0.138
N -2.860 0.980 0.033 -0.606
C -2.206 0.538 1.033 -0.524
C -0.884 0.902 1.573 0.517
Br 0.053 -0.636 2.237 -0.116
C -0.424 2.142 1.683 -0.569
C 0.808 2.699 2.251 0.658
C 0.732 3.950 2.863 -0.409
C 1.860 4.541 3.407 -0.643
C 3.087 3.898 3.328 -0.423
C 3.179 2.665 2.697 -0.951
C 2.049 2.069 2.162 -0.410
H 0.890 0.926 -1.010 1.106
H 3.213 3.533 -0.468 0.506
H 2.357 5.868 -0.368 0.439
H -0.061 6.303 -0.711 0.423
H -1.586 4.428 -1.175 0.405
H -1.236 1.895 -2.546 0.547
H -3.077 1.994 -1.569 0.306
H -2.746 -0.195 1.630 0.516
H -1.117 2.882 1.287 0.599
H -0.221 4.464 2.911 0.434
H 1.780 5.509 3.886 0.398
H 3.971 4.362 3.745 0.398
H 4.138 2.170 2.613 0.453
H 2.141 1.129 1.638 0.515
Cl 7.723 -5.486 -0.002 -0.199
C 6.140 -4.823 -0.154 0.386
C 5.936 -3.452 0.004 -0.083
Cl 7.264 -2.415 0.351 -0.188
C 4.659 -2.935 -0.122 0.533
Cl 4.370 -1.223 0.053 -0.163
C 3.534 -3.740 -0.399 -0.743
O 2.363 -3.203 -0.495 -0.733
C 3.772 -5.116 -0.561 0.452
Cl 2.417 -6.122 -0.912 -0.220
C 5.051 -5.645 -0.440 0.086
Cl 5.294 -7.338 -0.642 -0.181
O -6.625 -0.046 -2.135 -0.556
C -6.201 -0.227 -0.808 -0.649
N -4.952 -0.953 -0.714 -0.052
C -4.931 -2.244 -1.113 0.285
O -5.939 -2.822 -1.497 -0.689
C -3.610 -2.951 -1.067 0.691
C -3.559 -4.330 -0.906 -0.460
C -2.323 -4.952 -0.842 -0.583
C -1.176 -4.177 -0.950 -0.227
N -1.226 -2.859 -1.148 0.046
C -2.417 -2.264 -1.209 -0.871
H -6.864 -0.924 -2.462 0.359
H -6.961 -0.760 -0.233 0.325
H -6.044 0.760 -0.379 0.373
H -4.119 -0.456 -0.419 0.353
H -4.485 -4.883 -0.829 0.488
H -2.242 -6.020 -0.700 0.424
H -0.186 -4.616 -0.881 0.221
H -2.392 -1.192 -1.375 0.604



Copy entry 3 word for word.
67
Properties=species:S:1:pos:R:3:mulliken_charge:R:1 method="wB97M-V/def2-TZVPD" e_homo_ev=-8.2 energy_ev=-179978.3211 orbital_gap_ev=8.01 e_lumo_ev=-0.141 de_lowest_ev=0.0000
Ba 1.099 -1.232 -0.770 2.056
O 1.790 1.422 -0.871 -0.831
C 1.298 2.703 -0.886 0.212
C 2.168 3.755 -0.635 -0.569
C 1.679 5.049 -0.573 -0.477
C 0.325 5.294 -0.762 -0.876
C -0.529 4.234 -1.025 -0.466
C -0.071 2.924 -1.088 -0.246
C -1.021 1.781 -1.473 -0.327
O -0.466 0.556 -1.214 -0.939
N -2.379 1.910 -0.846 -0.138
N -2.860 0.980 0.033 -0.606
C -2.206 0.538 1.033 -0.524
C -0.884 0.902 1.573 0.517
Br 0.053 -0.636 2.237 -0.116
C -0.424 2.142 1.683 -0.569
C 0.808 2.699 2.251 0.658
C 0.732 3.950 2.863 -0.409
C 1.860 4.541 3.407 -0.643
C 3.087 3.898 3.328 -0.423
C 3.179 2.665 2.697 -0.951
C 2.049 2.069 2.162 -0.410
H 0.890 0.926 -1.010 1.106
H 3.213 3.533 -0.468 0.506
H 2.357 5.868 -0.368 0.439
H -0.061 6.303 -0.711 0.423
H -1.586 4.428 -1.175 0.405
H -1.236 1.895 -2.546 0.547
H -3.077 1.994 -1.569 0.306
H -2.746 -0.195 1.630 0.516
H -1.117 2.882 1.287 0.599
H -0.221 4.464 2.911 0.434
H 1.780 5.509 3.886 0.398
H 3.971 4.362 3.745 0.398
H 4.138 2.170 2.613 0.453
H 2.141 1.129 1.638 0.515
Cl 7.723 -5.486 -0.002 -0.199
C 6.140 -4.823 -0.154 0.386
C 5.936 -3.452 0.004 -0.083
Cl 7.264 -2.415 0.351 -0.188
C 4.659 -2.935 -0.122 0.533
Cl 4.370 -1.223 0.053 -0.163
C 3.534 -3.740 -0.399 -0.743
O 2.363 -3.203 -0.495 -0.733
C 3.772 -5.116 -0.561 0.452
Cl 2.417 -6.122 -0.912 -0.220
C 5.051 -5.645 -0.440 0.086
Cl 5.294 -7.338 -0.642 -0.181
O -6.625 -0.046 -2.135 -0.556
C -6.201 -0.227 -0.808 -0.649
N -4.952 -0.953 -0.714 -0.052
C -4.931 -2.244 -1.113 0.285
O -5.939 -2.822 -1.497 -0.689
C -3.610 -2.951 -1.067 0.691
C -3.559 -4.330 -0.906 -0.460
C -2.323 -4.952 -0.842 -0.583
C -1.176 -4.177 -0.950 -0.227
N -1.226 -2.859 -1.148 0.046
C -2.417 -2.264 -1.209 -0.871
H -6.864 -0.924 -2.462 0.359
H -6.961 -0.760 -0.233 0.325
H -6.044 0.760 -0.379 0.373
H -4.119 -0.456 -0.419 0.353
H -4.485 -4.883 -0.829 0.488
H -2.242 -6.020 -0.700 0.424
H -0.186 -4.616 -0.881 0.221
H -2.392 -1.192 -1.375 0.604